Computed, not measured: a cluster of 11 separate species, C5H34N2O11 in total in a non-equilibrium geometry, with wB97M-V/def2-TZVPD.

Structure (ORCA input):
```
! wB97M-V def2-TZVPD RIJCOSX def2/J DEFGRID3
* xyz 0 1
C 0.52 2.43 -1.12
N -0.11 1.13 -0.78
C 0.47 -0.05 -1.51
C -0.12 -0.02 -2.92
C 0.02 -1.31 -0.75
N 0.87 -1.71 0.36
C 1.93 -2.65 0.18
O 3.08 -2.02 -0.40
H 0.71 3.02 -0.24
H 0.05 3.03 -1.90
H 1.50 2.13 -1.49
H -1.07 1.12 -1.08
H 1.56 -0.02 -1.60
H 0.03 0.92 -3.48
H -1.13 -0.45 -2.93
H 0.50 -0.64 -3.58
H -0.15 -2.11 -1.49
H -0.99 -1.09 -0.38
H 1.06 -0.92 0.97
H 1.79 -3.42 -0.58
H 2.07 -3.13 1.16
H 3.57 -1.46 0.23
O 4.32 -0.90 -2.67
H 3.72 -1.32 -3.28
H 4.07 -1.09 -1.75
O -0.27 0.73 2.24
H -0.26 0.68 1.26
H -0.79 1.53 2.39
O -3.27 1.30 2.18
H -3.68 2.00 2.70
H -3.68 1.45 1.32
O -3.80 2.29 -0.89
H -3.76 1.35 -1.11
H -3.06 2.76 -1.27
O -0.94 -3.08 2.01
H -0.65 -3.03 1.07
H -0.30 -2.41 2.32
O -3.77 -0.51 -0.83
H -3.57 -1.44 -0.62
H -4.11 -0.35 0.06
O -3.34 -1.69 1.93
H -3.10 -0.78 2.17
H -2.57 -2.29 2.10
O -1.16 3.69 0.79
H -2.07 3.89 0.57
H -1.13 2.88 1.32
O 4.56 1.14 -0.80
H 4.12 1.22 -1.66
H 4.09 1.56 -0.08
O 2.32 0.27 1.89
H 2.41 -0.16 2.74
H 1.50 0.82 2.00
*
```

Properties
**Gap between HOMO and LUMO**: 9.158 eV
**Structure (SMILES)**: CN[C@H](C)CNCO.O.O.O.O.O.O.O.O.O.O
**Energy above the lowest of the compared OMol25 structures with the same formula, charge and spin**: 61.0 kcal per mole

Computed, not measured: a structure of composition C24H32N7O4SbTl, with wB97M-V/def2-TZVPD.

Structure (ORCA input):
```
! wB97M-V def2-TZVPD RIJCOSX def2/J DEFGRID3
* xyz 1 1
Tl -0.63 1.75 -0.43
O 0.80 -3.02 1.12
C 0.32 -1.93 0.84
O 1.01 -1.11 0.07
C -0.96 -1.48 1.45
C -1.66 -2.42 2.20
C -2.74 -2.00 2.95
C -3.07 -0.66 2.94
C -2.35 0.22 2.13
N -1.32 -0.18 1.40
C -2.79 1.71 2.07
O -3.78 1.98 2.74
O -2.07 2.47 1.35
H -1.33 -3.45 2.18
H -3.30 -2.71 3.55
H -3.89 -0.26 3.53
N -0.89 4.97 -2.43
C -2.10 4.64 -1.94
N -2.94 5.62 -1.66
C -4.12 5.23 -1.18
N -4.99 6.18 -0.82
N -4.51 3.95 -1.06
C -3.58 3.06 -1.33
N -2.35 3.33 -1.76
C -3.96 1.62 -1.20
C -5.30 1.26 -1.16
C -5.63 -0.08 -1.09
C -4.61 -1.02 -1.06
C -3.30 -0.57 -1.10
N -2.97 0.72 -1.17
H -0.69 5.93 -2.62
H -0.28 4.25 -2.76
H -4.68 7.13 -0.83
H -5.84 5.92 -0.34
H -6.05 2.04 -1.17
H -6.67 -0.38 -1.07
H -4.83 -2.07 -1.01
H -2.48 -1.27 -1.07
C 5.28 -0.14 -0.77
C 3.92 -0.60 -1.28
C 3.02 0.54 -1.72
Sb 2.92 -1.88 0.22
C 2.93 -3.87 -0.77
C 2.03 -3.72 -1.98
C 4.36 -4.26 -1.11
C 3.03 -1.20 2.35
C 2.94 0.32 2.30
C 4.23 -1.75 3.08
H 5.78 0.41 -1.57
H 5.93 -0.97 -0.48
H 5.19 0.55 0.08
H 4.06 -1.31 -2.10
H 2.90 1.28 -0.92
H 2.03 0.19 -2.01
H 3.47 1.03 -2.58
H 2.50 -4.52 -0.02
H 2.44 -3.03 -2.72
H 1.03 -3.38 -1.70
H 1.92 -4.70 -2.46
H 4.85 -3.53 -1.76
H 4.33 -5.21 -1.66
H 4.97 -4.41 -0.22
H 2.11 -1.64 2.72
H 3.83 0.76 1.85
H 2.88 0.68 3.33
H 2.05 0.66 1.78
H 5.17 -1.37 2.68
H 4.25 -2.84 3.07
H 4.17 -1.43 4.12
*
```

Properties
**Gap between HOMO and LUMO**: 6.965 eV
**Energy above the lowest of the compared OMol25 structures with the same formula, charge and spin**: 0.0 kcal per mole

Computed, not measured: an isolated molecule of C17H17N3O in a non-equilibrium geometry, with wB97M-V/def2-TZVPD.

Structure (ORCA input):
```
! wB97M-V def2-TZVPD RIJCOSX def2/J DEFGRID3
* xyz 0 1
C 2.33 0.92 -2.21
C 1.96 2.08 -1.28
C 0.45 2.04 -0.90
N 0.17 0.78 -0.05
C -0.30 -0.34 -0.59
C -0.93 -1.07 0.36
C -1.68 -2.39 0.16
C -1.41 -3.16 -0.98
C -1.96 -4.47 -1.23
N -3.00 -4.85 -0.48
C -3.37 -4.11 0.59
C -2.67 -2.96 0.94
C -0.93 -0.27 1.53
C -1.41 -0.46 2.82
C -1.14 0.47 3.77
N -0.34 1.54 3.64
C 0.04 1.71 2.32
C -0.25 0.87 1.28
C 2.97 2.45 -0.21
O 3.40 3.54 -1.05
C 2.38 3.27 -2.11
H 1.56 0.59 -2.83
H 2.59 0.07 -1.61
H 3.28 1.06 -2.74
H 0.08 2.91 -0.32
H -0.17 1.98 -1.85
H -0.05 -0.54 -1.57
H -0.56 -2.81 -1.56
H -1.65 -4.95 -2.23
H -4.11 -4.48 1.25
H -2.97 -2.50 1.90
H -1.95 -1.28 3.11
H -1.44 0.32 4.82
H 0.65 2.60 2.07
H 2.53 2.77 0.76
H 3.69 1.58 -0.07
H 1.54 3.97 -2.25
H 2.69 3.11 -3.20
*
```

Properties
**Gap between HOMO and LUMO**: 8.583 eV
**Structure (SMILES)**: CC1(Cn2cc(-c3ccncc3)c3ccncc32)COC1
**Energy above the lowest of the compared OMol25 structures with the same formula, charge and spin**: 114.1 kcal per mole

The following energy values (in eV) correspond, in order, to the records above: -31239.0247 -55255.9000 -24419.2585.